(1)
{
  "formula": "BrH2NOS2",
  "method": "ωB97M-V/def2-TZVPD",
  "symbols": ["N", "O", "S", "S", "Br", "H", "H"],
  "positions_angstrom": [[0.100, -0.765, 0.404], [-1.441, 1.366, 0.702], [1.425, 1.857, 0.205], [-0.205, 0.930, 0.064], [-1.416, -1.733, -0.021], [0.163, -1.122, 1.504], [-0.575, 0.697, -1.148]],
  "mulliken_charge": [-0.377, -0.497, -0.247, 0.599, -0.025, 0.366, 0.181],
  "lumo_ev": [0.5, -3.6],
  "energy_ha": -3501.3340,
  "total_charge": 0,
  "multiplicity": 3,
  "s2": 2.008
}

***

(2)
{
  "formula": "C5H8O2",
  "method": "ωB97M-V/def2-TZVPD",
  "symbols": ["C", "C", "C", "C", "O", "C", "O", "H", "H", "H", "H", "H", "H", "H", "H"],
  "positions_angstrom": [[-0.528, 1.881, -0.245], [-0.032, 0.477, -0.353], [1.359, -0.061, -0.174], [0.189, -0.704, 0.546], [0.090, -0.807, 1.920], [-0.692, -1.462, -0.425], [-0.710, -0.337, -1.323], [-0.293, 2.412, -1.175], [-0.071, 2.418, 0.589], [-1.615, 1.882, -0.123], [1.868, -0.518, -1.022], [1.993, 0.505, 0.506], [0.442, -1.671, 2.171], [-0.311, -2.377, -0.893], [-1.688, -1.637, 0.001]],
  "mulliken_charge": [-1.402, 0.858, -0.861, 0.477, -0.502, -0.468, -0.451, 0.340, 0.329, 0.308, 0.240, 0.275, 0.337, 0.269, 0.250],
  "lumo_ev": 0.8,
  "energy_ha": -345.7138,
  "total_charge": 0,
  "multiplicity": 1
}

***

(3)
{
  "formula": "C4H9NO2",
  "method": "ωB97M-V/def2-TZVPD",
  "symbols": ["C", "C", "C", "O", "N", "C", "O", "H", "H", "H", "H", "H", "H", "H", "H", "H"],
  "positions_angstrom": [[-0.656, 0.664, -1.345], [-0.641, 0.256, 0.121], [-2.023, -0.115, 0.623], [-3.050, 0.249, 0.117], [0.281, -0.829, 0.453], [1.578, -0.444, 0.913], [2.341, 0.382, 0.025], [-1.435, 1.405, -1.515], [0.307, 1.081, -1.631], [-0.886, -0.198, -1.974], [-0.339, 1.118, 0.726], [-2.022, -0.725, 1.548], [0.333, -1.505, -0.300], [1.469, 0.155, 1.815], [2.155, -1.337, 1.163], [2.587, -0.156, -0.737]],
  "mulliken_charge": [-1.338, 0.457, -0.173, -0.482, -0.336, -0.567, -0.496, 0.366, 0.354, 0.352, 0.263, 0.362, 0.252, 0.338, 0.338, 0.309],
  "smiles": "C[C@@H](C=O)NCO",
  "lumo_ev": 0.7,
  "energy_ha": -363.0245,
  "total_charge": 0,
  "multiplicity": 1
}

***

(4)
{
  "formula": "C2HClFNO2",
  "method": "ωB97M-V/def2-TZVPD",
  "symbols": ["C", "C", "N", "O", "O", "F", "Cl", "H"],
  "positions_angstrom": [[-0.031, -0.174, -0.898], [-0.255, 0.147, 1.327], [0.970, 0.659, -1.186], [1.782, 1.272, -0.598], [-0.296, -1.345, -1.095], [-1.509, 0.300, 1.838], [0.339, -1.365, 1.779], [-1.000, 0.505, -1.166]],
  "mulliken_charge": [0.288, 0.139, 0.185, -0.273, -0.466, -0.130, 0.013, 0.244],
  "lumo_ev": [-1.6, -1.6],
  "energy_ha": -841.8470,
  "total_charge": 0,
  "multiplicity": 1
}

***

(5)
{
  "formula": "C60H45BrNO2P3RbSi",
  "method": "ωB97M-V/def2-TZVPD",
  "symbols": ["Rb", "C", "C", "C", "C", "C", "C", "P", "C", "C", "C", "C", "C", "C", "C", "C", "C", "C", "C", "C", "Si", "C", "C", "C", "C", "C", "C", "P", "C", "C", "C", "C", "C", "C", "C", "C", "C", "C", "C", "C", "C", "C", "C", "C", "C", "C", "P", "C", "C", "C", "C", "C", "C", "C", "C", "C", "C", "C", "C", "H", "H", "H", "H", "H", "H", "H", "H", "H", "H", "H", "H", "H", "H", "H", "H", "H", "H", "H", "H", "H", "H", "H", "H", "H", "H", "H", "H", "H", "H", "H", "H", "H", "H", "H", "H", "H", "H", "H", "H", "H", "H", "Br", "C", "C", "N", "C", "C", "C", "C", "O", "O", "H", "H", "H"],
  "positions_angstrom": [[0.251, -1.609, -1.360], [-3.852, -1.080, 4.441], [-2.620, -1.722, 4.419], [-1.587, -1.232, 3.636], [-1.762, -0.074, 2.874], [-3.004, 0.560, 2.898], [-4.041, 0.060, 3.675], [-0.469, 0.322, 1.637], [1.050, 0.059, 2.659], [1.266, 0.556, 3.945], [2.447, 0.290, 4.618], [3.437, -0.484, 4.022], [3.235, -1.000, 2.752], [2.046, -0.731, 2.089], [-0.570, 2.161, 1.467], [-0.764, 2.963, 2.589], [-0.876, 4.340, 2.475], [-0.799, 4.923, 1.220], [-0.603, 4.123, 0.104], [-0.483, 2.736, 0.186], [-0.144, 1.660, -1.395], [-1.665, 1.985, -2.566], [-1.587, 2.474, -3.873], [-2.672, 2.472, -4.738], [-3.899, 1.975, -4.327], [-4.007, 1.445, -3.048], [-2.912, 1.424, -2.193], [-3.024, 0.599, -0.552], [-4.793, 0.841, -0.170], [-5.770, -0.148, -0.239], [-7.079, 0.125, 0.142], [-7.428, 1.388, 0.590], [-6.459, 2.383, 0.662], [-5.154, 2.108, 0.295], [-2.955, -1.198, -0.942], [-2.798, -1.736, -2.223], [-2.655, -3.109, -2.402], [-2.690, -3.966, -1.311], [-2.876, -3.444, -0.039], [-2.991, -2.073, 0.148], [1.335, 2.663, -2.170], [1.219, 3.894, -2.829], [2.296, 4.530, -3.423], [3.558, 3.952, -3.367], [3.719, 2.758, -2.689], [2.631, 2.122, -2.091], [2.908, 0.606, -1.068], [4.414, 1.094, -0.143], [4.196, 1.835, 1.018], [5.259, 2.263, 1.794], [6.560, 1.936, 1.434], [6.789, 1.185, 0.290], [5.722, 0.771, -0.496], [3.501, -0.649, -2.268], [3.177, -0.587, -3.621], [3.447, -1.659, -4.463], [4.037, -2.809, -3.965], [4.358, -2.886, -2.616], [4.085, -1.821, -1.777], [-4.662, -1.475, 5.041], [-2.463, -2.622, 5.002], [-0.647, -1.771, 3.590], [-3.176, 1.434, 2.283], [-5.003, 0.559, 3.664], [0.501, 1.146, 4.434], [2.597, 0.685, 5.616], [4.362, -0.685, 4.549], [3.997, -1.605, 2.277], [1.892, -1.122, 1.090], [-0.857, 2.510, 3.567], [-1.030, 4.948, 3.359], [-0.888, 5.998, 1.111], [-0.541, 4.598, -0.869], [-0.645, 2.858, -4.243], [-2.558, 2.866, -5.742], [-4.753, 1.980, -4.993], [-4.952, 1.027, -2.716], [-5.512, -1.138, -0.591], [-7.827, -0.656, 0.083], [-8.448, 1.599, 0.885], [-6.721, 3.372, 1.016], [-4.399, 2.884, 0.370], [-2.755, -1.071, -3.078], [-2.488, -3.508, -3.395], [-2.535, -5.028, -1.453], [-2.893, -4.103, 0.821], [-3.103, -1.675, 1.152], [0.248, 4.374, -2.885], [2.155, 5.480, -3.926], [4.409, 4.438, -3.829], [4.708, 2.319, -2.608], [3.180, 2.068, 1.322], [5.070, 2.837, 2.693], [7.392, 2.260, 2.047], [7.800, 0.924, 0.004], [5.912, 0.189, -1.390], [2.707, 0.306, -4.019], [3.180, -1.596, -5.510], [4.224, -3.652, -4.616], [4.795, -3.790, -2.213], [4.314, -1.904, -0.719], [2.663, -7.082, 3.293], [1.702, -5.784, 2.297], [1.185, -4.677, 2.951], [0.500, -3.743, 2.308], [0.348, -3.870, 0.990], [0.828, -4.944, 0.248], [1.506, -5.941, 0.939], [0.631, -5.087, -1.272], [0.366, -6.229, -1.668], [0.775, -4.026, -1.924], [1.325, -4.549, 4.019], [-0.230, -3.081, 0.523], [1.855, -6.812, 0.402]],
  "mulliken_charge": [1.478, -0.667, -0.732, -0.626, -0.192, -0.483, -0.571, 2.205, 0.760, -0.129, -0.830, -0.905, -0.602, 0.068, 0.719, -0.379, -0.875, -0.952, -0.102, -0.592, 0.595, 0.595, -0.791, -0.783, -0.850, -0.539, -0.415, 1.396, 0.003, -0.388, -0.689, -0.561, -0.682, -0.432, 0.317, -0.768, -0.557, -0.474, -0.668, 0.032, 0.746, -0.112, -1.013, -0.845, -0.237, -0.800, 2.007, 0.219, -0.895, -0.539, -0.543, -0.666, -0.352, -0.307, -0.461, -0.684, -0.535, -0.702, -0.348, 0.365, 0.432, 0.321, 0.452, 0.405, 0.234, 0.428, 0.390, 0.519, -0.063, 0.226, 0.368, 0.399, 0.240, 0.462, 0.393, 0.392, 0.440, 0.364, 0.412, 0.373, 0.406, 0.405, 0.290, 0.377, 0.328, 0.412, 0.157, 0.392, 0.409, 0.402, 0.387, 0.427, 0.434, 0.374, 0.410, 0.349, 0.300, 0.422, 0.362, 0.408, 0.500, -0.239, -0.171, -0.480, 0.010, 0.277, 0.687, -0.508, -0.036, -0.814, -0.720, 0.474, -0.420, 0.566],
  "lumo_ev": 2.1,
  "energy_ha": -6430.4424,
  "total_charge": -1,
  "multiplicity": 1
}

***

(6)
{
  "formula": "C4H6O2S2",
  "method": "ωB97M-V/def2-TZVPD",
  "symbols": ["O", "C", "C", "C", "C", "O", "S", "S", "H", "H", "H", "H", "H", "H"],
  "positions_angstrom": [[0.329, -2.978, -1.388], [-0.506, -2.454, -0.344], [-0.361, -1.048, -0.111], [-0.106, 0.063, 0.307], [0.106, 1.698, 0.426], [-0.944, 2.475, 0.017], [1.563, 1.932, -0.651], [0.490, 1.915, 2.242], [1.231, -2.743, -1.251], [-0.236, -2.761, 0.633], [-1.634, -2.594, -0.694], [-1.112, 2.250, -0.916], [1.390, 3.363, -0.679], [-0.570, 2.474, 2.665]],
  "mulliken_charge": [-0.498, -0.522, 0.254, -0.353, 0.502, -0.487, -0.192, -0.222, 0.316, 0.252, 0.253, 0.408, 0.155, 0.134],
  "smiles": "OCC#CC(O)(S)S",
  "lumo_ev": 0.5,
  "energy_ha": -1102.7312,
  "total_charge": 0,
  "multiplicity": 1
}

***

(7)
{
  "formula": "C24H24CoN5O3Se3Te",
  "method": "ωB97M-V/def2-TZVPD",
  "symbols": ["Co", "N", "C", "O", "C", "C", "H", "H", "H", "H", "H", "H", "Se", "Se", "Te", "Se", "C", "O", "C", "C", "C", "C", "C", "C", "C", "N", "C", "C", "N", "C", "C", "C", "C", "N", "C", "C", "N", "C", "C", "C", "C", "H", "H", "H", "H", "H", "H", "H", "H", "H", "H", "H", "H", "H", "H", "C", "O", "H", "H", "H", "H"],
  "positions_angstrom": [[-0.784, -2.389, 2.710], [1.266, -3.431, 5.952], [0.525, -2.781, 5.039], [0.361, -3.308, 3.933], [-0.113, -1.448, 5.290], [-0.574, -0.852, 3.943], [1.424, -4.412, 5.741], [1.223, -3.139, 6.911], [0.579, -0.815, 5.861], [-0.982, -1.650, 5.925], [0.155, -0.110, 3.585], [-1.526, -0.333, 4.084], [0.741, -6.613, 3.591], [-1.409, -6.981, 4.425], [-2.273, -5.002, 5.772], [-3.104, -3.295, 4.166], [1.679, 6.839, -7.047], [0.440, 6.471, -6.477], [0.446, 5.477, -5.542], [-0.804, 5.094, -5.051], [-0.902, 4.103, -4.102], [0.242, 3.463, -3.615], [1.478, 3.852, -4.110], [1.594, 4.853, -5.068], [0.089, 2.412, -2.604], [-1.060, 1.988, -2.134], [-0.738, 1.017, -1.216], [0.625, 0.856, -1.136], [1.150, 1.760, -2.031], [1.262, -0.078, -0.260], [2.638, -0.315, -0.158], [3.089, -1.271, 0.724], [2.158, -1.994, 1.481], [0.862, -1.782, 1.395], [0.406, -0.835, 0.558], [-1.040, -0.642, 0.521], [-1.771, -1.371, 1.400], [-3.090, -1.282, 1.357], [-3.750, -0.439, 0.455], [-3.021, 0.344, -0.409], [-1.625, 0.249, -0.383], [1.454, 7.594, -7.796], [2.164, 5.984, -7.526], [2.351, 7.264, -6.296], [-1.685, 5.592, -5.432], [-1.865, 3.802, -3.714], [2.389, 3.382, -3.759], [2.573, 5.129, -5.428], [2.122, 1.913, -2.225], [3.339, 0.243, -0.769], [4.144, -1.485, 0.826], [2.464, -2.773, 2.170], [-3.626, -1.893, 2.075], [-4.830, -0.409, 0.464], [-3.493, 1.025, -1.104], [-0.556, -4.554, 0.474], [-0.949, -4.265, 1.797], [-0.662, -5.622, 0.274], [0.480, -4.260, 0.276], [-1.215, -3.997, -0.196], [-0.466, -4.878, 2.408]],
  "mulliken_charge": [-0.197, -0.419, 0.563, -0.131, -0.923, -0.625, 0.243, 0.203, 0.337, 0.265, 0.297, 0.420, -0.744, -0.220, -0.175, -0.438, -0.830, -0.467, 1.006, -0.627, -0.467, 0.317, -0.742, -0.657, 0.237, -0.841, 0.828, 0.245, -0.130, 0.089, -0.645, -1.010, -0.559, 0.266, 0.446, 0.078, 0.254, -0.109, -0.981, -0.509, 0.318, 0.241, 0.339, 0.327, 0.406, 0.497, 0.230, 0.380, 0.185, 0.392, 0.422, 0.525, 0.125, 0.435, 0.577, -0.803, -0.079, 0.334, 0.241, 0.245, 0.012],
  "lumo_ev": [1.5, 1.5],
  "energy_ha": -10283.7124,
  "total_charge": -1,
  "multiplicity": 2,
  "s2": 0.769
}